The following is a quantum chemistry calculation of the ion CHClFO2S with charge -1, from OMol25.

Calculated values
**HOMO**: -0.152 Ha
**HOMO-LUMO gap**: 8.18 eV
**Largest force on an atom**: 0.070 hartree/bohr
**Energy above the lowest of the compared OMol25 structures with the same formula, charge and spin**: 0.696 eV

Geometry as ORCA input:
```
! RIJCOSX wB97M-V def2-TZVPD def2/J DEFGRID3
* xyz -1 1
C 0.975 0.255 -0.306
O -0.836 -1.473 0.996
O 0.930 -0.714 -1.082
F 1.093 1.586 -0.745
S -0.921 -0.486 -0.103
Cl -2.749 0.627 0.687
H 1.507 0.205 0.551
*
```